{"formula": "C26H66CuF2N3O11PPb", "method": "ωB97M-V/def2-TZVPD", "spin_multiplicity": 2, "lumo_energy_ev": [-4.69, -5.15], "total_charge": 2, "elements": ["Pb", "Cu", "C", "C", "C", "C", "C", "C", "N", "O", "C", "C", "C", "H", "H", "H", "H", "H", "H", "H", "H", "H", "H", "H", "H", "H", "H", "H", "H", "H", "H", "O", "P", "O", "F", "F", "C", "O", "C", "C", "N", "C", "C", "O", "C", "H", "H", "H", "H", "H", "H", "H", "H", "H", "H", "H", "H", "H", "H", "H", "C", "O", "C", "C", "N", "C", "C", "O", "C", "H", "H", "H", "H", "H", "H", "H", "H", "H", "H", "H", "H", "H", "H", "H", "C", "O", "H", "H", "H", "H", "C", "O", "H", "H", "H", "H", "C", "O", "H", "H", "H", "H", "C", "C", "O", "H", "H", "H", "H", "H", "H"], "coordinates": [[-2.369, 1.019, -0.467], [2.784, -0.567, 3.809], [-5.790, -1.025, -3.488], [-5.106, -2.256, -2.865], [-4.520, -3.051, -4.050], [-3.592, -4.166, -3.559], [-2.455, -3.563, -2.740], [-2.935, -2.740, -1.539], [-4.000, -1.801, -1.978], [-4.136, -0.709, -1.313], [-1.642, -2.104, -1.010], [-3.490, -3.668, -0.431], [-6.178, -3.076, -2.139], [-5.132, -0.523, -4.201], [-6.178, -0.332, -2.744], [-6.611, -1.364, -4.121], [-3.818, -2.488, -4.675], [-5.336, -3.410, -4.672], [-3.112, -4.775, -4.326], [-4.094, -4.891, -2.910], [-1.882, -2.957, -3.451], [-1.793, -4.340, -2.359], [-1.143, -1.424, -1.698], [-0.898, -2.819, -0.666], [-1.894, -1.588, -0.076], [-4.430, -3.343, 0.016], [-2.866, -3.571, 0.462], [-3.508, -4.696, -0.782], [-6.957, -3.335, -2.853], [-6.691, -2.395, -1.453], [-5.749, -3.906, -1.591], [1.849, -0.021, 1.964], [1.428, 0.505, 0.638], [0.007, 0.486, 0.173], [2.321, -0.139, -0.495], [1.956, 1.987, 0.611], [3.417, -1.414, 7.045], [3.815, -0.981, 5.733], [5.245, -1.012, 5.620], [5.745, -1.202, 4.174], [4.924, -0.571, 3.146], [5.249, 0.845, 2.935], [4.662, 1.821, 3.930], [3.263, 1.670, 3.955], [2.486, 2.696, 4.596], [4.138, -1.173, 7.822], [3.273, -2.496, 7.013], [2.444, -0.991, 7.285], [5.632, -1.790, 6.276], [5.641, -0.034, 5.902], [5.730, -2.256, 3.883], [6.785, -0.859, 4.192], [5.100, -0.992, 2.238], [4.953, 1.157, 1.926], [6.331, 0.994, 2.812], [4.879, 2.862, 3.664], [5.154, 1.674, 4.899], [2.510, 3.586, 3.965], [2.919, 2.991, 5.552], [1.514, 2.223, 4.676], [-4.613, 2.983, 1.310], [-4.672, 2.031, 0.257], [-5.497, 2.500, -0.833], [-4.651, 3.428, -1.691], [-3.437, 2.725, -2.195], [-3.704, 1.819, -3.342], [-2.423, 1.089, -3.766], [-1.370, 0.920, -2.794], [-0.185, 0.441, -3.469], [-5.585, 3.063, 1.797], [-4.246, 4.002, 1.139], [-3.895, 2.689, 2.078], [-6.372, 3.045, -0.479], [-5.759, 1.566, -1.330], [-4.313, 4.178, -0.976], [-5.164, 3.829, -2.566], [-2.877, 3.460, -2.623], [-4.090, 2.330, -4.227], [-4.435, 1.071, -3.041], [-2.046, 1.431, -4.729], [-2.777, 0.057, -3.900], [0.546, 0.346, -2.671], [0.169, 1.068, -4.285], [-0.390, -0.545, -3.893], [2.012, -3.327, -2.272], [2.187, -1.934, -2.474], [1.253, -3.515, -1.509], [1.796, -3.736, -3.256], [2.935, -3.817, -1.941], [2.323, -1.447, -1.650], [-0.689, 4.026, 0.343], [-1.414, 3.033, 1.076], [-1.342, 4.722, -0.182], [-0.005, 4.582, 0.983], [-0.044, 3.536, -0.391], [-1.211, 3.101, 2.013], [4.250, -2.578, 0.602], [4.965, -1.400, 0.283], [4.585, -2.690, 1.637], [3.171, -2.382, 0.634], [4.461, -3.495, 0.052], [5.087, -1.259, -0.661], [6.489, 3.397, 0.366], [5.164, 3.149, -0.316], [4.123, 3.592, 0.540], [6.761, 4.449, 0.296], [7.269, 2.822, -0.137], [6.439, 3.054, 1.397], [5.021, 2.068, -0.466], [5.103, 3.569, -1.325], [3.248, 3.251, 0.328]], "mulliken_spin": [0.023, 0.000, 0.006, -0.059, 0.039, -0.026, 0.037, -0.051, 0.610, 0.343, -0.016, 0.044, 0.037, -0.003, 0.004, -0.001, -0.005, -0.001, 0.000, 0.001, -0.007, 0.001, 0.001, 0.000, 0.012, -0.001, 0.000, 0.003, 0.001, -0.002, 0.003, 0.000, -0.003, -0.001, 0.000, 0.000, 0.000, 0.000, 0.000, 0.000, 0.000, 0.000, 0.000, 0.000, 0.000, 0.000, 0.000, 0.000, 0.000, 0.000, 0.000, 0.000, 0.000, 0.000, 0.000, 0.000, 0.000, 0.000, 0.000, 0.000, -0.001, 0.001, 0.003, -0.001, 0.000, -0.009, 0.000, 0.003, 0.001, 0.000, 0.000, 0.000, 0.000, -0.001, 0.000, 0.000, 0.000, 0.000, 0.010, -0.001, 0.007, 0.000, 0.000, -0.001, 0.000, 0.000, 0.000, 0.000, 0.000, 0.000, 0.001, -0.001, 0.000, 0.000, 0.000, 0.000, 0.000, 0.000, 0.000, 0.000, 0.000, 0.000, 0.000, 0.000, 0.000, 0.000, 0.000, 0.000, 0.000, 0.000, 0.000]}

{"formula": "C26H67N3O14S2", "method": "ωB97M-V/def2-TZVPD", "spin_multiplicity": 1, "lumo_energy_ev": -0.75, "elements": ["C", "C", "C", "C", "O", "C", "C", "C", "C", "C", "C", "N", "C", "C", "N", "S", "N", "C", "C", "S", "C", "O", "O", "H", "H", "H", "H", "H", "H", "H", "H", "H", "H", "H", "H", "H", "H", "H", "H", "H", "H", "H", "H", "H", "H", "H", "C", "O", "H", "H", "H", "H", "C", "O", "H", "H", "H", "H", "C", "O", "H", "H", "H", "H", "C", "O", "H", "H", "H", "H", "C", "O", "H", "H", "H", "H", "C", "O", "H", "H", "H", "H", "C", "O", "H", "H", "H", "H", "C", "O", "H", "H", "H", "H", "C", "O", "H", "H", "H", "H", "C", "O", "H", "H", "H", "H", "C", "O", "H", "H", "H", "H"], "coordinates": [[-3.047, 3.640, -1.403], [-3.209, 2.093, -1.302], [-2.398, 1.550, -0.094], [-1.204, 0.604, -0.406], [-1.014, 0.250, -1.807], [0.324, 0.242, -2.054], [0.988, 1.404, -2.635], [0.128, 2.614, -3.005], [-0.924, 2.164, -4.075], [-0.912, 3.028, -5.363], [-1.637, 2.266, -6.491], [-3.068, 2.028, -6.248], [2.306, 1.478, -2.870], [3.153, 0.365, -2.547], [4.447, 0.271, -2.681], [4.861, -1.225, -2.154], [3.393, -1.747, -1.754], [2.491, -0.814, -1.994], [1.077, -0.861, -1.759], [0.433, -2.384, -1.093], [0.572, -3.599, -2.413], [1.312, -2.818, -0.042], [-0.971, -2.338, -0.741], [-3.368, 4.054, -2.367], [-3.733, 4.058, -0.647], [-2.046, 3.985, -1.113], [-4.272, 1.941, -1.058], [-3.037, 1.578, -2.250], [-3.079, 1.025, 0.580], [-1.982, 2.415, 0.444], [-1.301, -0.277, 0.241], [-0.276, 1.098, -0.072], [-0.359, 3.035, -2.117], [0.745, 3.390, -3.474], [-0.698, 1.131, -4.384], [-1.929, 2.209, -3.649], [-1.471, 3.951, -5.135], [0.118, 3.272, -5.670], [-1.554, 2.799, -7.449], [-1.157, 1.276, -6.594], [-3.313, 2.070, -5.268], [-3.652, 2.653, -6.789], [2.755, 2.373, -3.299], [1.608, -3.930, -2.541], [0.102, -3.254, -3.340], [-0.006, -4.474, -2.075], [-2.546, -0.395, 3.268], [-3.070, 0.896, 2.990], [-3.346, -1.123, 3.158], [-1.741, -0.639, 2.566], [-2.161, -0.435, 4.291], [-2.344, 1.523, 3.090], [0.129, 1.824, 5.118], [-0.530, 2.401, 3.997], [-0.460, 0.980, 5.471], [1.119, 1.474, 4.824], [0.217, 2.562, 5.917], [0.012, 3.143, 3.703], [6.036, -4.649, 0.038], [5.575, -3.652, -0.866], [6.795, -4.205, 0.679], [5.208, -5.008, 0.653], [6.474, -5.480, -0.519], [4.906, -4.053, -1.434], [-2.360, 7.605, -1.946], [-2.590, 6.790, -3.091], [-2.278, 6.957, -1.077], [-1.431, 8.169, -2.062], [-3.194, 8.297, -1.800], [-2.661, 7.374, -3.851], [2.957, -7.462, -1.939], [3.399, -6.157, -1.573], [3.828, -8.107, -2.017], [2.282, -7.859, -1.177], [2.445, -7.432, -2.904], [2.620, -5.597, -1.506], [3.077, 4.606, 4.646], [2.033, 3.875, 4.005], [2.651, 5.139, 5.492], [3.850, 3.923, 5.003], [3.515, 5.327, 3.951], [2.424, 3.409, 3.260], [1.035, -2.108, 4.365], [1.744, -1.374, 5.370], [0.098, -1.595, 4.160], [1.629, -2.156, 3.448], [0.825, -3.116, 4.722], [2.567, -1.845, 5.536], [4.708, -0.362, 7.620], [4.353, 0.731, 6.778], [5.395, 0.000, 8.381], [3.814, -0.765, 8.104], [5.199, -1.143, 7.033], [3.743, 0.397, 6.111], [-1.611, -4.509, 7.119], [-0.393, -3.993, 6.592], [-1.818, -5.460, 6.634], [-1.521, -4.668, 8.197], [-2.434, -3.818, 6.918], [-0.224, -3.153, 7.029], [-1.302, -4.578, 2.553], [-1.963, -4.023, 1.425], [-1.932, -5.362, 2.970], [-0.341, -5.010, 2.257], [-1.137, -3.810, 3.315], [-1.396, -3.333, 1.064], [-6.140, 1.023, -9.069], [-5.336, 1.686, -8.101], [-7.046, 1.606, -9.219], [-5.603, 0.945, -10.019], [-6.410, 0.024, -8.717], [-4.537, 1.162, -7.974]], "lowdin_charge": [-0.116, -0.225, -0.141, -0.134, -0.048, -0.225, -0.134, -0.095, -0.180, -0.191, -0.282, 0.005, 0.046, -0.359, -0.209, 1.071, -0.222, -0.310, -0.135, 0.673, -0.121, -0.311, -0.309, 0.065, 0.078, 0.056, 0.104, 0.078, 0.093, 0.106, 0.098, 0.133, 0.103, 0.109, 0.119, 0.068, 0.114, 0.110, 0.111, 0.101, 0.058, 0.051, 0.131, 0.050, 0.078, 0.080, -0.153, -0.134, 0.085, 0.065, 0.065, 0.043, -0.147, -0.136, 0.072, 0.066, 0.082, 0.052, -0.147, -0.214, 0.077, 0.078, 0.078, 0.038, -0.157, -0.137, 0.072, 0.075, 0.077, 0.071, -0.141, -0.130, 0.079, 0.080, 0.077, 0.051, -0.127, -0.141, 0.082, 0.080, 0.077, 0.087, -0.139, -0.139, 0.061, 0.085, 0.057, 0.068, -0.162, -0.131, 0.077, 0.076, 0.075, 0.052, -0.150, -0.140, 0.077, 0.075, 0.077, 0.074, -0.151, -0.132, 0.077, 0.079, 0.059, 0.022, -0.159, -0.151, 0.076, 0.075, 0.076, 0.049]}